(1)
Molecular formula: CH3FO3S
Method: DFT, ωB97M-V with the def2-TZVPD basis set

```
9
CH3FO3S, DFT ωB97M-V with the def2-TZVPD basis set
C 0.27207 1.17699 0.53268
O -0.00695 -1.78002 -1.91202
O -1.64988 -1.02111 -0.16529
O 0.39360 0.46630 -0.77540
F 0.61228 -1.80846 0.41966
S -0.31103 -1.12473 -0.71361
H 1.18959 1.36322 1.13503
H -0.41317 0.60298 1.27121
H -0.08651 2.12484 0.20775
```

**HOMO-LUMO gap**: 12.50 eV
**Largest force on an atom**: 3.856 eV/Å
**HOMO**: -12.037 eV
**Electronic energy**: -763.629188 a.u.
**Structure (SMILES)**: COS(=O)(=O)F
**ΔE to the lowest compared entry with this formula, charge and spin**: 7.7 kcal/mol

***

(2)
Molecular formula: CH3FOS
Method: DFT, ωB97M-V with the def2-TZVPD basis set

```
7
CH3FOS, DFT ωB97M-V with the def2-TZVPD basis set
C 0.45021 0.40257 0.47717
O -0.34847 -0.70472 0.18209
F 1.52056 0.54531 -0.37148
S -1.12157 -0.68987 -1.25270
H -0.05774 1.42478 0.23346
H 0.89219 0.28258 1.51552
H -0.29509 -1.72310 -1.47009
```

**HOMO-LUMO gap**: 9.96 eV
**Largest force on an atom**: 3.168 eV/Å
**HOMO**: -9.451 eV
**Electronic energy**: -613.130750 a.u.
**Structure (SMILES)**: FCOS
**ΔE to the lowest compared entry with this formula, charge and spin**: 31.1 kcal/mol

***

(3)
Molecular formula: CH3FOS
Method: DFT, ωB97M-V with the def2-TZVPD basis set

```
7
CH3FOS, DFT ωB97M-V with the def2-TZVPD basis set
C 0.75560 0.17360 2.86553
O 0.03546 1.15265 2.69316
F 0.20429 -0.99751 2.49776
S 0.44095 0.09460 -1.15618
H 0.47349 0.14504 0.21960
H -0.81572 0.98545 2.15507
H 0.11460 1.31961 -1.38211
```

**HOMO-LUMO gap**: 10.42 eV
**Largest force on an atom**: 4.527 eV/Å
**HOMO**: -10.034 eV
**Electronic energy**: -613.101459 a.u.
**ΔE to the lowest compared entry with this formula, charge and spin**: 49.5 kcal/mol

***

(4)
Molecular formula: CH3I
Method: DFT, ωB97M-V with the def2-TZVPD basis set

```
5
CH3I, DFT ωB97M-V with the def2-TZVPD basis set
C -0.67287 -0.08564 0.08657
I 2.62912 0.32454 -0.22125
H -0.35526 -0.62096 -0.71350
H -1.17837 -0.50573 0.83469
H -0.42262 0.88780 0.01348
```

**HOMO-LUMO gap (alpha / beta)**: 5.88 / 5.89 eV
**Largest force on an atom**: 3.824 eV/Å
**HOMO (alpha / beta)**: -9.037 / -9.040 eV
**Electronic energy**: -337.459978 a.u.
**ΔE to the lowest compared entry with this formula, charge and spin**: 78.5 kcal/mol

***

(5)
Molecular formula: CH3I2NS2
Method: DFT, ωB97M-V with the def2-TZVPD basis set

```
9
CH3I2NS2, DFT ωB97M-V with the def2-TZVPD basis set
C -0.56823 -0.59613 1.09301
N -1.09730 -0.05929 -0.10191
S 1.00274 3.35327 -0.21953
S -0.53350 -0.15294 -1.54357
I 2.08873 1.59198 -1.23471
I 0.52094 -2.25264 -2.29758
H 0.44233 -0.87987 1.03848
H -0.60920 0.26638 1.77227
H -1.24652 -1.27075 1.49353
```

**HOMO-LUMO gap**: 4.84 eV
**Largest force on an atom**: 3.246 eV/Å
**HOMO**: -7.791 eV
**Electronic energy**: -1486.303959 a.u.
**ΔE to the lowest compared entry with this formula, charge and spin**: 58.1 kcal/mol

***

(6)
Molecular formula: CH3I2P
Method: DFT, ωB97M-V with the def2-TZVPD basis set

```
7
CH3I2P, DFT ωB97M-V with the def2-TZVPD basis set
C -0.23952 -0.73686 0.36257
P -0.72610 1.01439 0.08544
I 1.07240 2.26921 1.35137
I 0.47832 0.70249 -3.04016
H -0.14951 -1.09716 1.43686
H 0.64763 -1.04326 -0.03633
H -1.08320 -1.10880 -0.15975
```

**HOMO-LUMO gap (alpha / beta)**: 7.29 / 6.18 eV
**Largest force on an atom**: 3.323 eV/Å
**HOMO (alpha / beta)**: -9.485 / -8.951 eV
**Electronic energy**: -976.604335 a.u.
**ΔE to the lowest compared entry with this formula, charge and spin**: 47.3 kcal/mol

***

(7)
Molecular formula: CH3I2PS2
Method: DFT, ωB97M-V with the def2-TZVPD basis set

```
9
CH3I2PS2, DFT ωB97M-V with the def2-TZVPD basis set
C 0.69275 -0.53610 -2.05484
P 0.47779 2.36512 -1.58458
S 3.41267 1.81261 -0.73170
S -0.59409 0.61837 -1.42956
I -1.17649 4.10420 -1.40655
I 1.04107 2.50116 -3.97072
H 1.41598 -0.51643 -1.28569
H 1.11486 -0.19922 -2.98421
H 0.24987 -1.53510 -2.23755
```

**HOMO-LUMO gap (alpha / beta)**: 6.24 / 6.32 eV
**Largest force on an atom**: 1.449 eV/Å
**HOMO (alpha / beta)**: -8.821 / -8.807 eV
**Electronic energy**: -1772.955733 a.u.
**ΔE to the lowest compared entry with this formula, charge and spin**: 68.3 kcal/mol

***

(8)
Molecular formula: CH3I3Si
Method: DFT, ωB97M-V with the def2-TZVPD basis set

```
8
CH3I3Si, DFT ωB97M-V with the def2-TZVPD basis set
C 0.24592 0.97302 0.29458
Si 0.99232 -0.70790 -0.55700
I 0.63457 -2.87902 0.59001
I -5.87823 -0.62663 -0.66129
I 3.34413 -0.37249 -1.17762
H 0.95311 1.76130 -0.00461
H -0.82167 0.97208 0.11715
H 0.52986 0.87963 1.39877
```

**HOMO-LUMO gap (alpha / beta)**: 8.31 / 4.23 eV
**Largest force on an atom**: 3.693 eV/Å
**HOMO (alpha / beta)**: -9.716 / -7.654 eV
**Electronic energy**: -1222.467070 a.u.
**ΔE to the lowest compared entry with this formula, charge and spin**: 79.3 kcal/mol

***

- Which value of electronic energy does entry 6 give?
  -976.604335 a.u.

***

- Which of these has the highest largest force on an atom?
  number 3

***

- Which formula does entry 5 have?
  CH3I2NS2

***

- Look up the ΔE to the lowest compared entry with this formula, charge and spin of the fifth one.
  58.1 kcal/mol